No. 1
Entry from the Open Molecules 2025 dataset: C38H32F10N6OSeTi as an isolated structure at a distorted geometry (ωB97M-V with the def2-TZVPD basis set).

Structure (XYZ):
```
89
Properties=species:S:1:pos:R:3:forces:R:3
Ti 0.325 -0.535 0.530 0.42 -1.49 0.23
O 0.742 2.132 3.672 0.07 0.02 -0.01
C 0.874 1.215 2.845 -0.08 0.00 -0.01
N 0.022 0.966 1.807 -0.21 -0.02 0.29
C -1.229 1.668 1.852 0.01 0.11 -0.19
C -2.305 0.807 1.274 -0.05 0.21 0.05
C -3.644 1.018 1.611 0.05 -0.02 -0.15
C -4.625 0.335 0.931 -0.04 0.00 -0.01
C -4.246 -0.526 -0.094 0.01 -0.01 0.03
C -2.901 -0.713 -0.324 0.01 0.01 -0.03
N -1.935 -0.104 0.371 -0.20 0.20 -0.08
C 1.926 0.205 2.903 -0.08 0.03 0.03
C 2.932 0.223 3.859 0.00 0.01 -0.01
C 3.827 -0.821 3.953 -0.02 -0.01 -0.03
C 3.644 -1.917 3.061 0.01 -0.01 0.01
C 2.639 -1.875 2.140 0.00 0.07 -0.02
N 1.779 -0.832 1.989 0.24 0.13 0.05
H -1.214 2.572 1.219 0.06 0.02 0.06
H -1.476 1.989 2.866 0.00 -0.03 0.04
H -3.876 1.723 2.398 -0.02 0.02 -0.02
H -5.671 0.482 1.170 0.00 0.00 0.01
H -4.973 -1.049 -0.701 -0.01 0.01 0.01
H -2.580 -1.356 -1.131 -0.01 0.01 0.03
H 2.959 1.080 4.521 0.01 -0.01 0.01
H 4.622 -0.821 4.688 0.00 0.00 0.00
H 4.282 -2.791 3.098 0.01 0.01 0.02
H 2.495 -2.702 1.462 -0.03 -0.09 -0.08
C 1.552 -3.538 -0.782 -0.05 -0.01 0.01
N 0.367 -2.678 -0.775 0.05 -0.07 0.07
C -0.807 -3.474 -0.427 0.00 0.07 0.01
C -0.776 -3.769 1.058 -0.11 -0.01 -0.03
N -0.781 -2.524 1.806 0.21 0.09 -0.09
C -0.618 -2.666 3.139 -0.01 -0.05 0.15
C -0.047 -3.750 3.867 0.06 0.04 -0.06
F 0.492 -4.836 3.244 0.03 0.06 -0.03
C 0.067 -3.792 5.246 -0.02 -0.03 0.01
F 0.663 -4.858 5.819 0.01 0.01 0.01
C -0.390 -2.768 6.041 0.01 0.00 -0.04
F -0.265 -2.804 7.386 0.00 -0.01 0.02
C -0.986 -1.697 5.399 0.03 0.05 0.02
F -1.516 -0.706 6.136 -0.01 0.01 0.01
C -1.095 -1.662 4.030 -0.05 -0.02 -0.07
F -1.811 -0.641 3.529 0.02 0.07 -0.12
C 0.284 -1.989 -2.058 -0.10 0.14 0.00
C 1.539 -1.144 -2.243 -0.02 0.03 -0.06
N 1.843 -0.504 -0.963 -0.15 0.31 0.05
C 3.115 -0.038 -0.771 -0.01 -0.02 -0.05
C 3.339 1.162 -0.058 0.06 -0.06 -0.04
F 2.296 1.883 0.337 -0.07 0.06 0.00
C 4.593 1.654 0.236 -0.01 0.00 0.00
F 4.723 2.810 0.901 0.00 0.01 0.02
C 5.730 0.992 -0.191 0.03 0.01 0.00
F 6.960 1.477 0.080 -0.02 -0.01 0.00
C 5.571 -0.173 -0.904 -0.01 -0.01 -0.01
F 6.657 -0.860 -1.313 0.00 0.00 0.00
C 4.308 -0.671 -1.172 -0.03 0.00 0.02
F 4.282 -1.874 -1.801 0.06 0.00 0.03
H 1.501 -4.235 -1.634 0.02 0.01 -0.01
H 2.456 -2.944 -0.862 -0.01 -0.01 0.03
H 1.604 -4.125 0.129 0.01 -0.02 0.05
H -1.706 -2.913 -0.665 0.04 0.03 -0.02
H -0.836 -4.407 -1.016 0.02 -0.02 0.02
H -1.646 -4.402 1.306 -0.04 0.06 -0.01
H 0.091 -4.399 1.249 0.03 -0.06 0.02
H 0.154 -2.695 -2.894 0.05 0.00 -0.02
H -0.583 -1.319 -2.049 -0.03 -0.02 -0.01
H 2.352 -1.769 -2.614 -0.03 -0.01 0.00
H 1.318 -0.393 -3.008 0.04 0.01 0.01
C -3.914 5.411 -5.665 -0.01 0.01 -0.02
C -3.044 4.504 -4.833 0.01 0.00 0.00
C -1.819 4.046 -5.297 0.00 0.00 0.00
C -1.001 3.214 -4.537 -0.01 -0.01 -0.01
C 0.310 2.767 -5.117 0.01 -0.01 0.00
C -1.396 2.801 -3.246 0.09 0.02 -0.12
Se -0.226 1.696 -2.212 -0.24 0.25 -0.02
C -2.645 3.263 -2.778 0.03 -0.01 0.03
C -3.135 2.879 -1.414 -0.02 0.05 0.03
C -3.433 4.095 -3.564 -0.03 -0.04 -0.01
H -3.484 5.559 -6.657 0.00 0.00 0.00
H -4.029 6.397 -5.205 0.00 0.00 0.01
H -4.918 4.999 -5.796 0.00 0.00 0.01
H -1.482 4.344 -6.287 0.00 0.00 0.00
H 0.458 3.192 -6.113 0.00 0.00 -0.01
H 0.357 1.677 -5.176 -0.01 0.00 0.00
H 1.140 3.055 -4.469 0.00 0.01 0.00
H -2.857 1.852 -1.198 -0.01 -0.11 0.04
H -4.219 2.992 -1.335 0.00 0.03 0.00
H -2.665 3.497 -0.642 0.03 -0.03 0.00
H -4.390 4.429 -3.167 0.00 0.00 -0.01
```
Positions in Å, forces in eV/Å.

The gap between HOMO and LUMO (alpha / beta) comes out at 4.083 / 5.713 eV. Its total charge is -2. Its multiplicity is 3. As for the HOMO energy (alpha / beta): 0.1 / -1.6 eV.

Now the Mulliken charges, all in e: -0.8683, -0.8897, -0.2052, 1.1974, -1.8800, 1.3492, -1.0866, -0.6568, -1.1621, -0.5907, 1.4310, 0.2083, -0.6298, -0.9346, -0.8778, -0.5012, 1.6933, 0.3062, 0.5033, 0.5533, 0.4024, 0.4504, 0.3985, 0.5256, 0.3976, 0.4884, 0.0548, -1.3312, 1.3328, -1.0850, -1.1192, 0.4152, -0.2450, 0.7955, -0.4038, 0.1176, -0.3564, 0.7634, -0.3686, 0.0122, -0.3603, -0.4263, -0.2006, -0.2921, -1.5267, 1.7046, -0.4939, -0.2411, -0.5136, 0.3605, -0.3558, 0.6716, -0.3606, 0.0935, -0.3540, 0.0086, -0.4248, 0.3209, 0.0087, 0.3918, 0.1286, 0.4161, 0.3904, 0.5294, 0.4815, 0.0064, 0.4358, 0.2232, -1.4317, 0.7265, -1.1432, 0.7832, -1.5813, 0.0586, -0.3586, 1.2126, -0.7007, -1.0065, 0.3271, 0.2918, 0.3187, 0.1655, 0.3584, 0.2475, 0.2948, -0.3005, 0.2842, 0.3181, 0.3091

No. 2
Entry from the Open Molecules 2025 dataset: C38H32F15N3O2OsS as an isolated structure (ωB97M-V with the def2-TZVPD basis set).

Structure (XYZ):
```
92
Properties=species:S:1:pos:R:3:forces:R:3
Os -0.013 -0.299 -0.417 -0.03 -0.08 -0.20
C 6.392 -0.884 -1.406 -0.06 0.02 0.03
C 5.090 -0.310 -0.907 -0.02 0.02 0.02
C 4.553 0.851 -1.451 -0.01 -0.06 0.05
C 3.339 1.339 -1.002 0.09 0.08 0.04
C 2.612 0.679 -0.007 -0.10 0.28 -0.18
N 1.318 1.088 0.337 0.03 0.03 0.11
C 1.060 2.286 0.931 0.07 -0.12 -0.01
C 2.114 3.197 1.193 -0.08 -0.05 -0.03
C 1.910 4.437 1.759 -0.06 -0.02 -0.01
C 0.637 4.855 2.119 0.04 0.00 0.00
C 0.375 6.209 2.728 -0.01 -0.05 -0.03
C -0.397 3.950 1.919 0.01 0.01 0.00
C -0.243 2.683 1.360 0.01 -0.05 0.00
C -1.482 1.746 1.358 -0.11 0.16 -0.11
O -1.389 0.488 0.884 0.24 -0.10 0.46
C -2.643 2.413 0.531 0.06 -0.06 0.03
F -2.279 2.489 -0.758 -0.02 0.03 -0.03
F -3.767 1.682 0.586 -0.01 -0.03 0.00
F -3.015 3.670 0.888 0.00 0.02 0.01
C -1.959 1.557 2.839 -0.02 0.01 0.00
F -2.511 2.669 3.404 0.01 0.02 0.01
F -0.932 1.202 3.620 0.00 0.01 0.02
F -2.889 0.603 2.954 -0.02 0.01 -0.01
C 3.127 -0.514 0.522 -0.06 -0.14 0.03
C 4.364 -0.970 0.080 0.03 0.03 -0.07
C 2.222 -1.295 1.500 0.00 -0.09 -0.03
O 0.912 -1.384 1.138 -0.04 0.00 0.10
C 2.375 -0.651 2.925 -0.09 0.05 0.02
F 3.675 -0.388 3.217 0.00 0.02 0.01
F 1.932 -1.462 3.908 0.00 0.00 -0.01
F 1.711 0.489 3.045 0.05 0.02 -0.04
C 2.708 -2.777 1.666 0.03 0.08 0.06
F 1.853 -3.512 2.373 -0.07 -0.03 -0.02
F 3.910 -2.900 2.291 0.04 0.02 -0.01
F 2.847 -3.390 0.473 0.04 -0.02 -0.01
H 6.960 -0.139 -1.965 0.02 0.02 -0.01
H 6.219 -1.735 -2.070 0.00 -0.02 -0.02
H 7.013 -1.235 -0.581 0.02 -0.01 0.02
H 5.083 1.374 -2.241 0.02 0.00 -0.02
H 2.911 2.235 -1.433 -0.03 0.02 -0.01
H 3.122 2.903 0.943 0.03 -0.03 0.00
H 2.764 5.087 1.927 0.01 0.01 0.01
H 1.309 6.755 2.874 0.02 0.01 0.00
H -0.117 6.126 3.700 -0.01 0.00 0.02
H -0.270 6.822 2.092 -0.01 0.02 -0.01
H -1.380 4.252 2.245 -0.01 0.00 0.01
H 4.788 -1.878 0.486 -0.01 -0.02 0.02
F 0.285 1.112 -5.597 -0.05 0.01 0.01
C 1.546 0.931 -5.170 0.08 -0.07 -0.01
F 1.982 2.127 -4.730 -0.01 0.02 0.02
F 2.281 0.653 -6.279 0.00 0.00 -0.01
C 1.673 -0.147 -4.141 -0.02 0.02 -0.06
C 2.442 -1.278 -4.388 -0.03 0.06 0.04
C 2.542 -2.263 -3.421 -0.03 0.06 0.02
C 1.879 -2.080 -2.216 0.05 -0.02 -0.06
N 1.162 -0.992 -1.969 0.02 0.09 0.05
C 1.017 -0.025 -2.913 0.08 -0.03 -0.06
S -0.033 1.193 -2.283 0.01 -0.06 -0.10
H 2.954 -1.380 -5.334 0.01 0.00 -0.03
H 3.125 -3.157 -3.585 0.02 -0.03 -0.01
H 1.926 -2.805 -1.421 -0.01 -0.05 0.03
C -1.784 -3.166 1.688 0.06 0.03 -0.10
C -1.668 -4.072 0.456 -0.01 0.06 -0.02
C -0.206 -4.309 0.068 -0.04 0.04 0.03
C -2.498 -3.593 -0.717 -0.07 -0.03 0.02
C -3.492 -4.425 -1.200 0.09 0.08 -0.02
C -4.312 -4.096 -2.276 0.01 0.04 -0.03
C -4.117 -2.851 -2.864 0.07 0.00 0.13
C -3.154 -1.958 -2.431 -0.03 -0.14 0.04
C -3.053 -0.600 -3.085 -0.10 0.02 -0.03
C -4.294 0.248 -2.791 0.08 -0.01 -0.03
C -2.795 -0.693 -4.591 0.01 0.03 0.07
C -2.277 -2.308 -1.340 0.24 0.08 0.11
N -1.326 -1.490 -0.924 -0.29 -0.09 -0.28
H -1.219 -3.588 2.523 0.03 -0.01 0.03
H -2.828 -3.066 1.988 -0.06 -0.01 0.01
H -1.391 -2.168 1.497 -0.05 -0.06 0.04
H -2.084 -5.049 0.728 -0.04 -0.02 0.02
H 0.298 -3.361 -0.106 -0.03 0.01 0.00
H -0.144 -4.922 -0.834 0.00 -0.03 -0.06
H 0.327 -4.817 0.873 0.02 -0.03 0.03
H -3.622 -5.384 -0.708 0.00 -0.03 0.03
H -5.075 -4.776 -2.630 -0.04 -0.03 -0.02
H -4.753 -2.551 -3.692 -0.02 0.01 -0.03
H -2.207 -0.086 -2.646 0.11 0.05 0.06
H -5.192 -0.216 -3.209 -0.03 -0.02 -0.01
H -4.193 1.248 -3.221 0.01 0.04 -0.02
H -4.432 0.355 -1.716 -0.01 0.00 0.04
H -3.633 -1.162 -5.112 -0.03 -0.03 -0.02
H -1.901 -1.285 -4.792 0.04 -0.03 -0.01
H -2.644 0.301 -5.017 0.01 0.07 -0.03
```
Positions in Å, forces in eV/Å.

The gap between HOMO and LUMO comes out at 4.754 eV. Its total charge is -2. As for the HOMO energy: -0.5 eV.

Now the Mulliken charges, all in e: 0.7445, -1.6153, 0.9574, -1.1148, 0.3886, -1.2732, 1.2314, 0.6904, -0.6396, -1.5669, 0.5233, -1.5415, -0.7755, 0.0626, 1.2210, -0.8915, 0.4696, -0.2191, -0.2807, -0.3085, 0.3581, -0.2986, -0.1902, -0.2597, -1.6108, -0.5500, 2.2803, -1.0877, 0.3178, -0.3280, -0.3046, -0.0526, -0.0072, -0.2540, -0.2969, -0.2231, 0.4042, 0.2599, 0.3760, 0.2556, 0.5524, 0.4031, 0.2514, 0.3446, 0.3219, 0.3081, 0.4944, 0.4751, -0.2152, 0.5973, -0.2500, -0.3524, -0.2572, -0.5068, -1.3760, 0.1125, 0.2800, 1.3242, -0.8032, 0.4644, 0.5245, 0.1415, -1.1829, 0.2892, -0.9829, 0.7332, -0.9126, -1.5575, 0.0549, 0.0558, 2.7245, -1.6468, -1.7653, 0.2180, 0.9070, 0.3295, 0.4326, -0.0141, 0.6185, -0.1221, 0.3913, 0.3724, 0.2908, 0.3351, 0.2588, -1.6606, 0.3357, 0.4317, 0.2905, 0.3254, 0.3526, 0.4121

For reference, DFT total energy by record: -6120.66901, -3769.06089 Ha.